This record from the Open Molecules 2025 dataset describes one molecule with the formula C22H25N3O6. The level of theory is ωB97M-V/def2-TZVPD.

ORCA input file:
```
! wB97M-V def2-TZVPD RIJCOSX def2/J DEFGRID3
* xyz 0 1
C 2.11 5.64 0.11
H 1.95 6.31 -0.74
O 1.65 4.34 -0.17
C 2.30 3.75 -1.28
C 1.73 2.35 -1.51
N 2.20 1.40 -0.53
C 2.78 0.23 -0.89
O 3.08 -0.11 -2.00
N 2.99 -0.50 0.29
C 2.49 0.15 1.39
O 2.51 -0.22 2.53
C 1.98 1.50 0.88
H 2.58 2.31 1.32
C 0.52 1.72 1.29
H 0.48 1.70 2.39
H 0.19 2.70 0.94
C -0.36 0.60 0.76
O 0.09 -0.44 0.36
N -1.68 0.92 0.79
C -2.79 0.14 0.42
C -4.05 0.67 0.66
C -5.19 -0.05 0.31
C -5.05 -1.30 -0.28
C -3.78 -1.83 -0.51
C -2.65 -1.11 -0.16
H -1.66 -1.50 -0.33
O -3.76 -3.06 -1.09
C -2.51 -3.65 -1.35
H -1.92 -3.06 -2.05
H -2.74 -4.62 -1.80
H -1.94 -3.81 -0.44
H -5.90 -1.90 -0.56
O -6.38 0.55 0.58
C -7.56 -0.13 0.26
H -7.64 -1.08 0.81
H -8.37 0.53 0.57
H -7.64 -0.33 -0.81
H -4.18 1.64 1.11
H -1.93 1.82 1.19
C 3.51 -1.82 0.30
C 2.91 -2.79 1.09
C 3.43 -4.07 1.10
C 4.53 -4.39 0.33
C 5.12 -3.41 -0.46
C 4.62 -2.12 -0.47
H 5.07 -1.36 -1.09
H 5.98 -3.66 -1.07
H 4.93 -5.39 0.34
H 2.96 -4.83 1.71
H 2.04 -2.54 1.68
H 0.63 2.41 -1.49
H 2.05 1.98 -2.48
H 2.14 4.36 -2.18
H 3.38 3.69 -1.09
H 3.18 5.63 0.36
H 1.54 5.99 0.97
*
```

Calculated values
- Highest occupied orbital energy: -8.3 eV
- Energy above the lowest of the compared OMol25 structures with the same formula, charge and spin: 33.9 kcal/mol
- SMILES: COCCN1C(=O)N(c2ccccc2)C(=O)[C@@H]1CC(=O)Nc1cc(OC)cc(OC)c1
- Orbital gap: 0.3252 hartree

Listed below, in e, are the Mulliken charges computed for each atom:
1 C -0.83
2 H 0.29
3 O -0.18
4 C -0.73
5 C -0.90
6 N 0.05
7 C 0.54
8 O -0.67
9 N 0.29
10 C 0.17
11 O -0.64
12 C -0.02
13 H 0.47
14 C -1.43
15 H 0.52
16 H 0.57
17 C 0.73
18 O -0.64
19 N -0.04
20 C 0.13
21 C -0.92
22 C 0.61
23 C -0.53
24 C 0.03
25 C -0.34
26 H 0.83
27 O -0.45
28 C -0.81
29 H 0.33
30 H 0.24
31 H 0.33
32 H 0.50
33 O -0.43
34 C -0.83
35 H 0.33
36 H 0.24
37 H 0.33
38 H 0.40
39 H 0.21
40 C 0.46
41 C -0.29
42 C -0.80
43 C -0.39
44 C -0.70
45 C -0.19
46 H 0.40
47 H 0.37
48 H 0.38
49 H 0.37
50 H 0.41
51 H 0.23
52 H 0.46
53 H 0.55
54 H 0.41
55 H 0.34
56 H 0.25

***

This record from the Open Molecules 2025 dataset describes one molecule with the formula C7H11N in a non-equilibrium geometry. The level of theory is ωB97M-V/def2-TZVPD.

ORCA input file:
```
! wB97M-V def2-TZVPD RIJCOSX def2/J DEFGRID3
* xyz 0 1
C -0.57 -0.99 -1.82
C -2.11 -0.32 0.14
C 1.53 0.30 -0.36
C -0.75 -0.44 -0.45
C 0.28 0.63 1.47
C 2.66 -0.37 -0.34
C 0.32 1.93 1.68
N 0.32 0.02 0.18
H 0.17 -0.10 2.27
H -0.47 -2.08 -1.81
H -1.43 -0.75 -2.44
H -2.79 0.15 -0.57
H -2.52 -1.31 0.37
H -2.11 0.27 1.06
H 0.34 -0.58 -2.26
H 2.80 -1.35 0.12
H 3.55 0.05 -0.80
H 0.44 2.63 0.87
H 0.34 2.33 2.68
*
```

Calculated values
- Highest occupied orbital energy (alpha / beta): -6.7 / -6.7 eV
- Energy above the lowest of the compared OMol25 structures with the same formula, charge and spin: 104.1 kcal/mol
- Orbital gap (alpha / beta): 0.2804 / 0.2805 hartree

Listed below, in e, are the Mulliken charges computed for each atom:
1 C -1.25
2 C -1.25
3 C -0.50
4 C 0.97
5 C -0.63
6 C -0.62
7 C -0.53
8 N 0.40
9 H 0.39
10 H 0.24
11 H 0.37
12 H 0.34
13 H 0.26
14 H 0.36
15 H 0.39
16 H 0.25
17 H 0.25
18 H 0.29
19 H 0.28

***

This record from the Open Molecules 2025 dataset describes one molecule with the formula C22H28N4O2S in a non-equilibrium geometry. The level of theory is ωB97M-V/def2-TZVPD.

ORCA input file:
```
! wB97M-V def2-TZVPD RIJCOSX def2/J DEFGRID3
* xyz 0 1
C 4.32 -6.76 -0.73
C 3.56 -5.62 -1.34
C 2.17 -5.60 -1.30
C 1.47 -4.56 -1.89
C 2.16 -3.55 -2.52
C 3.54 -3.55 -2.58
C 4.24 -4.59 -1.99
H 5.32 -4.61 -2.03
H 4.05 -2.75 -3.09
S 1.27 -2.21 -3.30
O -0.12 -2.30 -2.96
O 1.64 -2.16 -4.69
N 1.99 -0.85 -2.62
C 1.49 -0.28 -1.44
C 1.43 1.10 -1.30
C 0.95 1.61 -0.10
N 0.77 2.90 0.30
C 0.26 2.84 1.50
N 0.11 1.55 1.95
C 0.53 0.74 0.93
C 0.60 -0.64 0.78
C 1.09 -1.13 -0.41
H 1.15 -2.20 -0.56
H 0.28 -1.31 1.56
C -0.44 1.12 3.20
H -1.53 1.08 3.14
H -0.15 1.81 3.99
H -0.05 0.13 3.44
C -0.14 4.04 2.27
H 0.15 4.90 1.68
H 0.40 4.09 3.22
C -1.66 4.06 2.55
N -2.38 3.24 1.60
C -2.42 3.82 0.27
C -2.95 2.79 -0.73
C -4.34 2.33 -0.32
C -4.30 1.83 1.12
C -3.72 2.90 2.03
H -3.68 2.53 3.06
H -4.39 3.79 2.03
H -3.66 0.94 1.17
H -5.30 1.55 1.46
H -4.69 1.54 -0.99
H -5.04 3.17 -0.39
H -2.27 1.94 -0.73
H -2.96 3.23 -1.73
H -1.41 4.12 -0.02
H -3.07 4.72 0.25
H -2.02 5.11 2.56
H -1.85 3.65 3.55
H 1.74 1.76 -2.10
H 2.24 -0.18 -3.33
H 0.39 -4.52 -1.87
H 1.64 -6.39 -0.80
H 4.51 -7.53 -1.48
H 3.76 -7.21 0.08
H 5.28 -6.42 -0.35
*
```

Calculated values
- Highest occupied orbital energy: -7.9 eV
- Energy above the lowest of the compared OMol25 structures with the same formula, charge and spin: 28.8 kcal/mol
- SMILES: Cc1ccc(S(=O)(=O)Nc2ccc3c(c2)nc(CCN2CCCCC2)n3C)cc1
- Orbital gap: 0.3149 hartree

Listed below, in e, are the Mulliken charges computed for each atom:
1 C -1.45
2 C 0.93
3 C -0.69
4 C -0.18
5 C 0.00
6 C -0.64
7 C -0.79
8 H 0.37
9 H 0.44
10 S 1.46
11 O -0.64
12 O -0.77
13 N -0.24
14 C 1.19
15 C -1.18
16 C 0.49
17 N -0.78
18 C 0.40
19 N 0.25
20 C 0.95
21 C -1.97
22 C 0.24
23 H 0.14
24 H 0.31
25 C -1.09
26 H 0.22
27 H 0.33
28 H 0.43
29 C -1.26
30 H 0.39
31 H 0.44
32 C -0.97
33 N 0.63
34 C -0.99
35 C -0.58
36 C -0.85
37 C -0.57
38 C -0.99
39 H 0.46
40 H 0.37
41 H 0.21
42 H 0.39
43 H 0.39
44 H 0.34
45 H 0.20
46 H 0.34
47 H 0.52
48 H 0.45
49 H 0.37
50 H 0.44
51 H 0.35
52 H 0.28
53 H 0.51
54 H 0.37
55 H 0.29
56 H 0.36
57 H 0.37

***

This record from the Open Molecules 2025 dataset describes one molecule with the formula C8H8Cl3N in a non-equilibrium geometry. The level of theory is ωB97M-V/def2-TZVPD.

ORCA input file:
```
! wB97M-V def2-TZVPD RIJCOSX def2/J DEFGRID3
* xyz 0 1
C -2.21 -2.20 -0.85
C 1.45 2.70 0.76
C -1.50 -1.53 -0.12
C 1.49 1.64 0.24
C -3.12 -3.01 -1.57
C 1.50 3.85 1.56
C -0.41 -0.72 0.44
C 1.70 0.12 -0.55
N 0.72 -0.84 -0.41
Cl 0.15 -1.41 2.12
Cl 2.27 0.34 -2.30
Cl 3.26 -0.34 0.35
H -3.55 -3.53 -0.80
H -2.57 -3.79 -2.19
H -3.91 -2.45 -2.22
H 0.59 4.31 1.80
H 2.19 4.71 1.15
H 1.95 3.57 2.64
H -0.80 0.33 0.74
H 0.80 -1.75 -0.80
*
```

Calculated values
- Highest occupied orbital energy: -9.8 eV
- Energy above the lowest of the compared OMol25 structures with the same formula, charge and spin: 92.6 kcal/mol
- SMILES: CC#C[C@@H](Cl)NC(Cl)(Cl)C#CC
- Orbital gap: 0.3849 hartree

Listed below, in e, are the Mulliken charges computed for each atom:
1 C 0.25
2 C 0.81
3 C -0.12
4 C -0.52
5 C -1.30
6 C -1.43
7 C 0.21
8 C 0.50
9 N -0.09
10 Cl -0.23
11 Cl -0.18
12 Cl -0.18
13 H 0.33
14 H 0.27
15 H 0.29
16 H 0.37
17 H 0.28
18 H 0.26
19 H 0.30
20 H 0.21

***

This record from the Open Molecules 2025 dataset describes CH3FInO as an isolated structure in a non-equilibrium geometry. The level of theory is ωB97M-V/def2-TZVPD.

ORCA input file:
```
! wB97M-V def2-TZVPD RIJCOSX def2/J DEFGRID3
* xyz 1 1
F -1.10 0.62 0.07
O 1.96 -0.63 0.27
In 0.77 0.63 0.15
C -2.11 -0.45 -0.02
H -3.01 0.00 -0.45
H -1.71 -1.18 -0.73
H -2.33 -0.78 0.99
*
```

Calculated values
- Highest occupied orbital energy (alpha / beta): -15.5 / -15.5 eV
- Orbital gap (alpha / beta): 0.2968 / 0.2968 hartree

Listed below, in e, are the Mulliken charges computed for each atom:
1 F -0.13
2 O -0.36
3 In 1.03
4 C -0.31
5 H 0.24
6 H 0.26
7 H 0.27

***

This record from the Open Molecules 2025 dataset describes a 3-piece molecular cluster, C3H12NO2 overall in a non-equilibrium geometry. The level of theory is ωB97M-V/def2-TZVPD.

ORCA input file:
```
! wB97M-V def2-TZVPD RIJCOSX def2/J DEFGRID3
* xyz 1 1
C 2.53 1.00 1.08
C 1.41 1.11 0.04
C 0.21 -0.65 1.27
N 0.30 0.14 0.29
H 2.19 1.26 2.07
H 3.07 0.06 0.93
H 3.25 1.72 0.74
H 0.91 2.08 0.06
H 1.80 0.85 -0.94
H -0.72 -1.19 1.44
H 1.00 -0.89 1.95
H -0.33 0.08 -0.51
H -1.51 -0.60 -2.92
H -0.98 0.81 -2.99
O -0.91 0.00 -2.46
H -2.68 -1.98 -0.31
H -3.51 -1.55 0.90
O -2.75 -1.29 0.36
*
```

Calculated values
- Highest occupied orbital energy: -15.4 eV
- Energy above the lowest of the compared OMol25 structures with the same formula, charge and spin: 22.6 kcal/mol
- Orbital gap: 0.4102 hartree

Listed below, in e, are the Mulliken charges computed for each atom:
1 C -1.49
2 C -0.12
3 C -0.22
4 N 0.12
5 H 0.43
6 H 0.43
7 H 0.40
8 H 0.33
9 H 0.32
10 H 0.30
11 H 0.33
12 H 0.22
13 H 0.30
14 H 0.32
15 O -0.65
16 H 0.32
17 H 0.31
18 O -0.64

***

This record from the Open Molecules 2025 dataset describes a 2-piece molecular cluster, C6H9NO3 overall in a non-equilibrium geometry. The level of theory is ωB97M-V/def2-TZVPD.

ORCA input file:
```
! wB97M-V def2-TZVPD RIJCOSX def2/J DEFGRID3
* xyz 0 1
C -0.93 -0.55 0.47
C -0.43 -2.40 -1.45
C 0.30 0.97 1.77
C 1.31 -0.18 -0.32
C -0.44 1.49 -0.71
C 0.08 0.48 0.37
N -2.03 -0.92 0.11
O -0.74 -1.77 -2.37
O -0.12 -3.06 -0.59
O -1.19 -1.60 1.26
H -0.66 1.23 2.17
H 1.02 0.21 2.19
H 0.90 1.95 1.71
H 1.90 0.64 -0.75
H 0.85 -0.65 -1.20
H 1.80 -0.88 0.44
H -0.53 0.87 -1.60
H -1.40 1.88 -0.42
H 0.30 2.28 -1.07
*
```

Calculated values
- Highest occupied orbital energy: -9.5 eV
- Energy above the lowest of the compared OMol25 structures with the same formula, charge and spin: 83.5 kcal/mol
- SMILES: CC(C)(C)C1=NO1.O=C=O
- Orbital gap: 0.3755 hartree

Listed below, in e, are the Mulliken charges computed for each atom:
1 C 0.46
2 C 0.73
3 C -1.57
4 C -1.34
5 C -1.31
6 C 1.52
7 N -0.53
8 O -0.42
9 O -0.32
10 O -0.42
11 H 0.44
12 H 0.33
13 H 0.32
14 H 0.39
15 H 0.24
16 H 0.37
17 H 0.38
18 H 0.40
19 H 0.33

***

This record from the Open Molecules 2025 dataset describes a 3-piece molecular cluster, C5H17N3 overall in a non-equilibrium geometry. The level of theory is ωB97M-V/def2-TZVPD.

ORCA input file:
```
! wB97M-V def2-TZVPD RIJCOSX def2/J DEFGRID3
* xyz 0 1
C 1.95 1.39 -0.47
C -0.98 0.52 1.72
N -0.83 0.62 0.26
N 1.04 2.31 -0.60
H 0.09 -0.09 -0.20
H -0.33 1.54 -0.01
H 1.03 2.72 -1.53
H 2.73 1.21 -1.21
H 2.14 1.01 0.53
H -1.70 1.26 2.09
H -0.02 0.72 2.19
H -1.30 -0.48 2.00
C -2.08 0.44 -0.51
C 1.19 -0.97 -0.85
C 1.64 -1.84 0.32
N -2.62 -0.89 -0.52
H -2.93 -1.19 0.40
H -1.95 -1.56 -0.88
H -2.84 1.13 -0.12
H -1.85 0.74 -1.53
H 0.37 -1.46 -1.40
H 1.98 -0.92 -1.60
H 0.81 -2.03 1.01
H 2.42 -1.34 0.90
H 2.03 -2.82 0.02
*
```

Calculated values
- Highest occupied orbital energy: -6.9 eV
- Energy above the lowest of the compared OMol25 structures with the same formula, charge and spin: 76.0 kcal/mol
- Orbital gap: 0.2867 hartree

Listed below, in e, are the Mulliken charges computed for each atom:
1 C -0.38
2 C -1.02
3 N 0.13
4 N -0.69
5 H -0.22
6 H 0.52
7 H 0.18
8 H 0.34
9 H 0.31
10 H 0.37
11 H 0.27
12 H 0.39
13 C -0.70
14 C -0.88
15 C -0.74
16 N -0.56
17 H 0.27
18 H 0.29
19 H 0.44
20 H 0.32
21 H 0.19
22 H 0.40
23 H 0.21
24 H 0.21
25 H 0.33